1.
15
Properties=species:S:1:pos:R:3:lowdin_charge:R:1 method="wB97M-V/def2-TZVPD" gap_ev=9.7 multiplicity=1 homo_ev=-9.216 lumo_energy_ev=0.50
C -1.39 -1.63 0.69 -0.119
N -0.37 -0.68 0.36 -0.045
C 0.87 -0.88 0.51 -0.160
C 1.79 0.16 0.02 -0.082
C 1.31 1.28 -0.54 -0.075
C -0.15 1.60 -0.58 -0.300
N -0.78 1.75 -1.68 0.076
H -2.14 -1.12 1.31 0.079
H -1.89 -1.90 -0.25 0.085
H -1.04 -2.54 1.19 0.074
H 1.29 -1.81 0.94 0.116
H 2.87 0.00 0.09 0.094
H 1.97 2.02 -0.97 0.105
H -0.59 1.76 0.41 0.110
H -1.75 1.99 -1.47 0.040

2.
17
Properties=species:S:1:pos:R:3:lowdin_charge:R:1 method="wB97M-V/def2-TZVPD" gap_ev=8.7 multiplicity=1 smiles="C=Cc1[nH]ccc1C" homo_ev=-7.651 lumo_energy_ev=1.04
C -1.56 -0.41 1.18 -0.050
C -1.88 -1.16 0.05 -0.117
N -0.93 -0.95 -0.89 0.061
C 0.08 -0.16 -0.34 -0.247
C -0.27 0.08 0.97 -0.257
C 0.52 0.91 1.95 -0.045
C 1.33 0.40 -2.43 0.002
C 1.22 0.32 -1.11 -0.123
H -2.16 -0.38 2.07 0.099
H -2.70 -1.85 -0.08 0.105
H -0.71 -1.64 -1.60 0.151
H 1.06 1.73 1.48 0.071
H -0.08 1.34 2.76 0.072
H 1.22 0.24 2.44 0.079
H 0.56 0.14 -3.14 0.050
H 2.24 0.80 -2.86 0.047
H 2.05 0.58 -0.46 0.103

3.
54
Properties=species:S:1:pos:R:3:lowdin_charge:R:1 method="wB97M-V/def2-TZVPD" gap_ev="7.7 / 5.7" multiplicity=6 homo_ev="-15.276 / -15.358" total_charge=+2 lumo_energy_ev="-7.61 / -9.62"
Pt -0.86 -0.04 -0.52 1.543
C -1.69 -2.34 3.41 0.027
C -1.66 -1.81 2.02 -0.161
N -0.74 -0.95 1.61 -0.015
N 0.19 -0.56 2.40 0.164
C 1.09 0.30 1.78 -0.322
O 0.95 0.61 0.57 -0.072
C 2.18 0.78 2.58 -0.134
C 2.26 0.46 3.95 0.014
C 3.30 0.96 4.70 -0.030
C 4.27 1.75 4.10 -0.001
C 4.20 2.06 2.74 -0.025
C 3.17 1.58 1.98 0.015
C -2.61 -2.20 1.02 -0.208
C -3.59 -3.14 1.27 0.052
C -4.48 -3.49 0.26 0.018
C -4.33 -2.91 -0.98 0.044
C -3.32 -1.95 -1.17 -0.059
N -2.49 -1.61 -0.20 0.020
H -0.89 -1.91 4.00 0.083
H -1.57 -3.43 3.40 0.121
H -2.65 -2.12 3.87 0.120
H 1.50 -0.16 4.41 0.114
H 3.36 0.72 5.76 0.124
H 5.10 2.13 4.70 0.128
H 4.96 2.69 2.29 0.124
H 3.10 1.82 0.93 0.111
H -3.66 -3.60 2.25 0.134
H -5.27 -4.21 0.44 0.138
H -4.97 -3.15 -1.81 0.140
H -3.21 -1.47 -2.12 0.070
Se -3.55 3.65 -1.64 1.037
C -2.49 2.54 -0.76 -0.751
N -1.80 1.82 -0.15 -0.016
F -0.56 -1.25 -2.52 -0.424
Sb -1.42 -0.34 -4.09 1.468
F -2.69 0.43 -5.19 -0.304
F -0.47 1.27 -4.10 -0.300
F -0.05 -1.12 -5.07 -0.294
F -2.27 0.40 -2.49 -0.427
F -2.53 -1.84 -4.00 -0.321
C 2.28 2.52 -2.59 -0.119
C 3.00 1.16 -2.48 -0.116
C 1.85 0.17 -2.43 -0.147
O 0.69 0.92 -1.93 -0.339
C 1.08 2.30 -1.69 -0.174
H 1.95 2.69 -3.61 0.127
H 2.88 3.36 -2.25 0.129
H 3.61 1.12 -1.58 0.113
H 3.64 0.97 -3.34 0.131
H 2.02 -0.71 -1.80 0.127
H 1.60 -0.20 -3.42 0.104
H 1.37 2.40 -0.64 0.101
H 0.22 2.94 -1.88 0.118

4.
73
Properties=species:S:1:pos:R:3:lowdin_charge:R:1 method="wB97M-V/def2-TZVPD" gap_ev=9.7 multiplicity=1 smiles=c1ccncc1.c1ccncc1.c1ccncc1.BrCCBr.BrCCBr.BrCCBr.BrCCBr.BrCCBr homo_ev=-9.400 lumo_energy_ev=0.31
Br 0.29 8.45 -3.62 0.640
C -0.13 7.25 -2.17 -0.734
C 0.86 6.10 -2.13 -0.699
Br 0.03 4.62 -1.20 0.679
H -1.13 6.88 -2.35 0.036
H -0.12 7.78 -1.23 0.060
H 1.74 6.39 -1.57 0.062
H 1.08 5.77 -3.14 -0.026
Br -2.14 0.91 3.53 0.684
C -0.48 0.56 4.46 -0.745
C -0.71 -0.20 5.72 -0.701
Br 1.03 -0.54 6.47 0.646
H 0.03 1.51 4.61 0.035
H 0.17 0.03 3.76 -0.008
H -1.21 -1.14 5.53 0.059
H -1.28 0.38 6.44 0.059
Br 2.25 -1.75 2.95 0.706
C 3.33 -3.28 2.45 -0.685
C 3.89 -3.14 1.06 -0.723
Br 2.56 -3.38 -0.29 0.712
H 2.72 -4.17 2.53 0.057
H 4.11 -3.38 3.20 0.063
H 4.70 -3.87 0.94 0.067
H 4.38 -2.18 0.93 0.057
Br -3.67 -2.27 -0.91 0.750
C -3.97 -0.86 0.38 -0.681
C -4.34 0.39 -0.35 -0.703
Br -4.50 1.82 0.93 0.637
H -3.09 -0.74 1.01 0.016
H -4.79 -1.21 1.01 0.055
H -5.30 0.27 -0.85 0.058
H -3.58 0.63 -1.09 0.017
Br 0.93 -0.88 -5.43 0.618
C 1.25 0.85 -4.58 -0.690
C 1.19 1.91 -5.66 -0.708
Br 1.73 3.60 -4.89 0.667
H 2.21 0.80 -4.09 0.052
H 0.43 0.97 -3.88 0.027
H 0.19 2.01 -6.04 0.058
H 1.87 1.67 -6.47 0.047
N -1.46 0.57 -2.00 0.055
C -1.09 -0.70 -2.06 -0.225
C -0.50 -1.36 -1.00 -0.117
C -0.30 -0.67 0.18 -0.076
C -0.71 0.64 0.26 -0.099
C -1.31 1.21 -0.84 -0.200
H -1.34 -1.18 -2.99 0.093
H -0.23 -2.40 -1.11 0.060
H 0.31 -1.09 0.98 0.045
H -0.53 1.25 1.14 0.047
H -1.54 2.27 -0.89 0.056
N 0.13 -6.62 -1.46 0.061
C -0.43 -7.58 -2.18 -0.166
C -1.58 -7.40 -2.92 -0.071
C -2.19 -6.16 -2.89 -0.074
C -1.64 -5.17 -2.11 -0.086
C -0.48 -5.45 -1.42 -0.163
H 0.07 -8.54 -2.15 0.104
H -2.00 -8.24 -3.46 0.101
H -3.03 -5.93 -3.54 0.109
H -2.05 -4.17 -2.14 0.036
H 0.00 -4.72 -0.76 0.051
N 2.79 2.61 4.55 0.063
C 2.04 3.69 4.62 -0.165
C 1.08 4.03 3.68 -0.068
C 0.96 3.25 2.56 -0.103
C 1.83 2.19 2.39 -0.083
C 2.72 1.91 3.42 -0.172
H 2.17 4.27 5.53 0.107
H 0.43 4.88 3.85 0.106
H 0.18 3.47 1.83 0.081
H 1.78 1.54 1.53 0.097
H 3.40 1.06 3.40 0.077

5.
23
Properties=species:S:1:pos:R:3:lowdin_charge:R:1 method="wB97M-V/def2-TZVPD" gap_ev="13.5 / 6.8" multiplicity=2 homo_ev="-20.495 / -20.497" total_charge=+2 lumo_energy_ev="-6.96 / -13.74"
C 0.12 1.98 0.54 0.046
C -0.38 0.59 0.02 -0.354
C 0.84 -0.21 -0.27 0.017
C 0.48 -1.31 -1.51 -0.066
C 0.16 -0.85 -2.86 -0.018
N -1.28 0.02 1.04 0.210
H -0.79 2.51 0.81 0.122
H 0.56 2.46 -0.31 0.103
H 0.79 1.91 1.39 0.108
H -0.95 0.69 -0.88 0.151
H 1.52 0.39 -0.88 0.161
H 1.22 -0.67 0.64 0.135
H 1.38 -1.95 -1.53 0.159
H -0.34 -1.87 -1.02 0.153
H 0.82 -1.26 -3.63 0.123
H -0.91 -0.94 -3.12 0.127
H 0.19 0.27 -2.81 0.147
H -0.86 0.03 2.06 0.116
H -1.41 -0.97 0.80 0.173
H -2.20 0.43 1.09 0.182
H 0.02 -0.41 4.19 0.121
H 0.95 -0.58 3.00 0.090
O 0.07 -0.26 3.24 -0.003

6.
120
Properties=species:S:1:pos:R:3:lowdin_charge:R:1 method="wB97M-V/def2-TZVPD" gap_ev=9.4 multiplicity=1 smiles="CC[C@H]1OS(=O)(=O)O[C@H]1CCCOC(C)=O.ClCCCl.ClCCCl.ClCCCl.ClCCCl.ClCCCl.ClCCCl.ClCCCl.ClCCCl.ClCCCl.ClCCCl.ClCCCl" homo_ev=-10.140 lumo_energy_ev=-0.76
C -2.60 -5.36 3.59 -0.128
C -2.46 -6.12 5.03 -0.165
C -0.94 -6.63 5.40 -0.295
O -0.54 -7.96 4.94 -0.200
S 0.35 -7.59 3.49 0.921
O 1.53 -8.59 3.18 -0.312
O -0.78 -7.78 2.42 -0.344
O 0.79 -5.92 3.71 -0.229
C 0.35 -5.67 5.11 -0.270
C 0.42 -4.15 5.72 -0.117
C 1.24 -3.07 4.79 -0.147
C 0.11 -2.05 4.14 -0.188
O 0.84 -1.10 3.29 -0.104
C 0.20 -1.13 1.95 -0.284
C 1.13 -1.57 0.66 -0.077
O -1.09 -0.85 1.76 -0.047
H -3.18 -6.06 2.82 0.094
H -1.59 -5.03 3.09 0.067
H -3.27 -4.38 3.67 0.089
H -3.13 -7.10 4.95 0.135
H -2.92 -5.49 5.91 0.119
H -0.98 -6.66 6.58 0.170
H 1.21 -6.23 5.71 0.165
H 1.01 -4.21 6.75 0.134
H -0.66 -3.72 6.02 0.133
H 1.84 -3.54 3.90 0.122
H 2.04 -2.45 5.42 0.134
H -0.71 -2.68 3.57 0.131
H -0.42 -1.54 5.07 0.144
H 1.83 -0.68 0.34 -0.012
H 1.85 -2.49 0.90 0.084
H 0.42 -1.91 -0.23 0.101
Cl 0.94 -5.35 -1.36 0.530
C -0.11 -6.65 -0.74 -0.660
C 0.28 -8.01 -1.28 -0.683
Cl -0.04 -8.17 -3.03 0.537
H -1.14 -6.40 -1.00 0.076
H -0.02 -6.64 0.35 0.040
H -0.30 -8.79 -0.79 0.001
H 1.34 -8.22 -1.12 0.075
Cl 0.01 -11.36 -0.93 0.575
C -1.15 -11.11 0.41 -0.653
C -2.28 -12.12 0.38 -0.662
Cl -3.37 -11.88 -1.01 0.537
H -1.52 -10.09 0.34 0.056
H -0.58 -11.21 1.34 0.078
H -2.89 -12.02 1.28 0.072
H -1.91 -13.15 0.34 0.069
Cl 0.36 4.06 -1.30 0.538
C -0.57 2.71 -0.61 -0.650
C 0.32 1.58 -0.12 -0.639
Cl 1.14 0.74 -1.46 0.540
H -1.27 2.36 -1.38 0.077
H -1.15 3.11 0.22 0.020
H -0.28 0.83 0.40 0.036
H 1.09 1.95 0.56 0.071
Cl -1.60 2.44 2.89 0.555
C -2.10 4.15 2.86 -0.689
C -3.61 4.31 2.93 -0.636
Cl -4.42 3.74 1.44 0.569
H -1.69 4.61 1.96 0.064
H -1.64 4.63 3.73 -0.027
H -3.87 5.37 3.04 0.071
H -4.04 3.77 3.78 0.073
Cl 3.57 6.54 -6.10 0.530
C 2.18 5.77 -5.28 -0.687
C 1.67 6.61 -4.12 -0.663
Cl 2.83 6.65 -2.76 0.565
H 2.49 4.77 -4.96 0.074
H 1.39 5.66 -6.03 -0.014
H 0.75 6.17 -3.73 0.058
H 1.46 7.64 -4.42 0.060
Cl 6.36 9.82 -2.16 0.535
C 4.97 9.06 -1.34 -0.698
C 4.46 9.89 -0.18 -0.665
Cl 5.62 9.94 1.18 0.526
H 5.27 8.06 -1.02 0.066
H 4.18 8.95 -2.09 0.021
H 3.53 9.46 0.21 0.071
H 4.25 10.92 -0.48 0.069
Cl 1.16 3.97 3.32 0.569
C 1.71 4.19 5.00 -0.637
C 0.62 3.88 6.01 -0.636
Cl -0.70 5.08 5.97 0.583
H 2.08 5.22 5.11 0.072
H 2.56 3.51 5.15 0.075
H 1.03 3.90 7.02 0.073
H 0.19 2.89 5.84 0.068
Cl 4.41 -1.16 0.37 0.589
C 5.24 -1.73 -1.10 -0.639
C 4.87 -0.91 -2.32 -0.637
Cl 3.18 -1.18 -2.82 0.542
H 5.01 -2.79 -1.23 0.073
H 6.32 -1.64 -0.90 0.073
H 5.50 -1.21 -3.17 0.073
H 5.01 0.16 -2.15 0.075
Cl -0.60 -1.23 -3.80 0.524
C 0.24 -1.79 -5.27 -0.663
C -0.14 -0.98 -6.49 -0.665
Cl -1.83 -1.24 -6.99 0.530
H 0.00 -2.85 -5.40 0.073
H 1.31 -1.70 -5.07 0.038
H 0.49 -1.27 -7.34 0.071
H 0.00 0.09 -6.32 0.070
Cl 1.00 4.94 -8.66 0.566
C -0.18 6.08 -9.33 -0.651
C 0.01 7.49 -8.79 -0.644
Cl -0.40 7.62 -7.06 0.571
H -1.19 5.70 -9.11 0.071
H -0.05 6.08 -10.42 0.074
H -0.65 8.19 -9.32 0.073
H 1.04 7.83 -8.92 0.074
Cl -6.17 7.21 0.95 0.528
C -6.59 5.95 -0.24 -0.695
C -7.84 6.31 -1.03 -0.667
Cl -9.30 6.26 -0.02 0.532
H -6.70 5.00 0.29 0.031
H -5.73 5.87 -0.92 0.071
H -7.99 5.58 -1.83 0.072
H -7.77 7.30 -1.48 0.068

Number 1: total energy -304.758615 a.u.. Number 2: total energy -326.857188 a.u.. Number 3: total energy -4465.039034 a.u.. Number 4: total energy -26878.017817 a.u.. Number 5: total energy -329.325411 a.u.. Number 6: total energy -12190.801203 a.u..